13
Properties=species:S:1:pos:R:3:forces:R:3 method="wB97M-V/def2-TZVPD" smiles="C=CO.NC=O" energy_ha=-323.7153 relative_energy_kcal_mol=41.2 homo_lumo_gap_ev=9.9
C 0.77986 -2.39094 -1.15470 0.217 0.906 0.608
C 1.64492 -1.70889 -0.40816 -0.491 -1.256 -0.138
O 1.43592 -0.41560 -0.05635 0.571 0.335 0.156
H -0.04292 -1.81922 -1.56927 -0.226 -0.479 -0.070
H 0.85428 -3.46459 -1.17620 0.046 -0.008 -0.560
H 2.51696 -2.21724 -0.00454 0.006 0.277 0.222
H 2.13239 -0.17776 0.56900 -0.199 0.249 -0.212
C -1.57046 2.31014 1.19513 -0.217 0.835 0.426
N -1.38738 1.80515 -0.05257 -0.039 -0.212 0.458
O -2.38750 3.16010 1.47695 -0.002 -0.074 -0.183
H -0.86762 1.97515 1.97163 0.143 -0.431 -0.201
H -2.11627 2.06563 -0.69934 0.047 -0.219 -0.152
H -0.99219 0.87808 -0.09155 0.144 0.074 -0.353